# 1
Here is C47H63As3GaGeNP2S2 as an isolated structure from the OMol25 dataset. Energies are from ωB97M-V/def2-TZVPD.

Geometry as XYZ:
```
120
Properties=species:S:1:pos:R:3
Ga -0.02160 2.41411 -0.47053
S -0.79706 2.55411 1.88827
C -2.05337 3.27520 0.98312
N -1.84437 3.40199 -0.31103
C -2.92014 3.94291 -0.99004
C -2.99788 4.16557 -2.36141
C -4.17415 4.68051 -2.87414
C -5.25614 4.97769 -2.04055
C -5.18090 4.76567 -0.67462
C -4.00324 4.24290 -0.15693
S -3.61324 3.82594 1.49355
H -2.14519 3.94143 -2.99045
H -4.25679 4.86285 -3.93749
H -6.16378 5.38379 -2.46675
H -6.01845 4.99752 -0.02991
C -1.67470 -0.15040 4.38693
As -0.00145 -0.82827 3.60312
C -0.16892 -2.62050 4.41000
C 1.13429 0.02421 4.99386
C 2.67775 -0.06864 4.91300
C 3.20029 0.02031 6.35562
C 3.27447 1.11909 4.13928
As 2.46820 1.57189 2.38187
C 2.73891 3.50784 2.51669
C 3.98488 1.26801 1.17587
C 3.08347 -1.41402 4.29537
As 4.97349 -1.98297 4.46384
C 5.64843 -1.50636 2.68496
C 4.59352 -3.85879 4.01918
H -1.79990 0.90002 4.12629
H -1.67104 -0.26262 5.47242
H -2.51493 -0.71431 3.97823
H -0.19681 -2.57009 5.50003
H 0.65318 -3.26230 4.09594
H -1.09944 -3.06394 4.05180
H 0.79960 -0.41871 5.93716
H 0.83067 1.07632 5.01940
H 2.78106 0.89874 6.85128
H 4.28782 0.09949 6.38500
H 2.91052 -0.86374 6.93025
H 4.35559 0.99108 4.02372
H 3.13242 2.02113 4.74213
H 3.75716 3.73886 2.83333
H 2.02871 3.92720 3.22920
H 2.55246 3.94287 1.53446
H 4.91215 1.66249 1.59435
H 3.74835 1.79986 0.25257
H 4.11265 0.20960 0.95263
H 2.79142 -1.45964 3.23921
H 2.53494 -2.20781 4.81088
H 5.80972 -0.43318 2.60893
H 4.95616 -1.82313 1.90396
H 6.60419 -2.00837 2.53395
H 4.09395 -4.34123 4.85872
H 5.52685 -4.38539 3.82292
H 3.95450 -3.92314 3.13626
C -1.15848 -0.09026 -2.61935
P -1.07438 0.25141 -0.81857
C -2.76553 0.25821 -0.16352
C -3.81954 0.78369 -0.90801
C -5.09050 0.87312 -0.36148
C -5.31704 0.44881 0.94015
C -4.26512 -0.04342 1.69950
C -2.99245 -0.13046 1.15667
C -0.20952 -1.13838 -0.05286
C 1.17022 -1.03388 0.08357
C 1.90093 -2.10228 0.57956
C 1.25402 -3.26436 0.96888
C -0.12671 -3.36667 0.85009
C -0.85831 -2.31187 0.33105
P -0.71991 -1.81181 -3.18062
C -2.19222 -2.77398 -2.67299
C -1.97375 -4.10430 -2.31727
C -3.01585 -4.89960 -1.86328
C -4.29135 -4.36607 -1.74160
C -4.52424 -3.04448 -2.09755
C -3.48248 -2.25977 -2.56997
C -1.01408 -1.51908 -4.96723
C -0.05431 -0.75290 -5.63239
C -0.18999 -0.46424 -6.98016
C -1.27513 -0.96224 -7.69003
C -2.21982 -1.74455 -7.04397
C -2.09454 -2.01891 -5.68764
H -0.41399 0.56742 -3.07792
H -2.12542 0.23328 -3.00770
H -3.65841 1.14760 -1.91562
H -5.89802 1.28782 -0.95132
H -6.30907 0.51748 1.36786
H -4.43067 -0.35079 2.72422
H -2.16912 -0.48986 1.76201
H 1.67511 -0.11856 -0.20268
H 2.97724 -2.02273 0.66460
H 1.82489 -4.09455 1.36692
H -0.63441 -4.27386 1.15264
H -1.93202 -2.40437 0.22517
H -0.96984 -4.50933 -2.37676
H -2.82955 -5.93067 -1.59127
H -5.10321 -4.97871 -1.37112
H -5.51695 -2.62201 -2.00618
H -3.68777 -1.23693 -2.85624
H 0.80719 -0.37613 -5.08998
H 0.55496 0.14451 -7.47627
H -1.37945 -0.74495 -8.74517
H -3.06269 -2.14243 -7.59490
H -2.84192 -2.62743 -5.19449
C 4.27353 2.89408 -2.81577
Ge 2.45977 2.13279 -2.79576
C 1.74118 2.41422 -4.61988
C 2.69487 0.17850 -2.63874
C 1.40022 2.97622 -1.47034
H 4.86881 2.47005 -3.62679
H 4.78579 2.70009 -1.87209
H 4.22249 3.97503 -2.95673
H 2.35604 1.92878 -5.38259
H 1.70469 3.48384 -4.83395
H 0.72110 2.02968 -4.69878
H 3.20061 -0.18248 -3.53771
H 1.76289 -0.38198 -2.53930
H 3.32439 -0.06835 -1.78148
H 1.66856 4.01937 -1.30259
```

The calculated total energy comes out at -382907.5367 eV. As for the multiplicity: 1.

Results of the Löwdin charge analysis, in e, for atoms 1 through 99: 0.20, 0.62, -1.08, -0.08, -0.31, -0.01, -0.08, -0.09, -0.09, -0.46, 1.07, 0.12, 0.10, 0.10, 0.11, -0.33, 1.13, -0.33, -0.37, -0.70, -0.10, -0.35, 1.10, -0.33, -0.32, -0.39, 1.13, -0.34, -0.35, -0.01, 0.03, 0.00, 0.02, 0.00, 0.02, 0.07, 0.07, 0.09, 0.05, 0.08, 0.07, 0.07, 0.03, 0.01, 0.01, 0.03, -0.01, -0.01, 0.04, 0.05, 0.00, 0.00, 0.02, 0.02, 0.02, 0.01, -0.46, 1.01, -0.35, -0.11, -0.08, -0.08, -0.07, -0.11, -0.39, -0.14, -0.08, -0.08, -0.09, -0.12, 1.06, -0.41, -0.12, -0.08, -0.08, -0.07, -0.10, -0.38, -0.11, -0.08, -0.09, -0.09, -0.09, 0.02, 0.04, 0.10, 0.11, 0.11, 0.10, 0.05, 0.06, 0.09, 0.10, 0.11, 0.11, 0.10, 0.10, 0.10, 0.11

***

# 2
Here is a single C16H26N2O2S molecule from the OMol25 dataset. Energies are from ωB97M-V/def2-TZVPD.

Geometry as XYZ:
```
47
Properties=species:S:1:pos:R:3
C -4.45035 1.06425 -4.51683
C -3.44054 0.47873 -3.57869
C -2.15155 0.20125 -4.00747
C -1.18728 -0.32140 -3.15260
C -1.54025 -0.55774 -1.82521
C -2.83341 -0.30773 -1.36885
C -3.76586 0.21170 -2.25761
H -4.76971 0.40731 -1.90897
C -3.24350 -0.58487 0.04046
H -2.86686 -1.55410 0.35400
H -2.82227 0.16673 0.70530
H -4.32708 -0.56830 0.13040
S -0.36966 -1.21329 -0.62514
O -0.89202 -2.42031 -0.05017
O 0.96211 -1.27415 -1.16751
N -0.40672 0.00505 0.54955
H 0.27131 0.69943 0.26877
C -0.18052 -0.44118 1.91475
C 1.18009 -1.09974 2.14160
H 1.26535 -1.94781 1.46031
H 1.21352 -1.46411 3.16878
C 2.36749 -0.15389 1.90854
N 2.27739 1.00024 2.81176
C 2.05488 2.27317 2.17338
H 1.97369 3.03958 2.94469
H 2.86824 2.56091 1.48510
H 1.11901 2.25187 1.61608
C 3.44060 1.00594 3.68954
C 3.93005 -0.43601 3.70009
H 4.97232 -0.51822 4.00248
H 3.31904 -1.03636 4.37344
C 3.69191 -0.85265 2.25191
H 3.63201 -1.93046 2.12047
H 4.49467 -0.47096 1.61890
H 3.15085 1.36666 4.68026
H 4.23304 1.66714 3.30053
H 2.36417 0.16124 0.85712
H -0.96732 -1.16775 2.12483
H -0.29635 0.42035 2.57654
C 0.17023 -0.62003 -3.70313
H 0.19890 -0.41033 -4.77016
H 0.93143 -0.02682 -3.20210
H 0.42907 -1.66256 -3.53508
H -1.88783 0.38930 -5.03839
H -4.27973 0.72078 -5.53415
H -5.46029 0.79737 -4.21619
H -4.37223 2.15176 -4.51130
```

Its SMILES is Cc1cc(C)c(S(=O)(=O)NCC[C@@H]2CCCN2C)c(C)c1. The calculated total energy comes out at -34924.1553 eV. As for the multiplicity: 1.

The molecule's Löwdin atomic charges, reported in e, are given here: -0.04, -0.26, -0.01, -0.23, -0.18, -0.24, 0.00, 0.12, -0.05, 0.07, 0.08, 0.08, 0.69, -0.28, -0.30, -0.13, 0.09, -0.24, -0.14, 0.10, 0.12, -0.32, -0.19, -0.09, 0.09, 0.09, 0.07, -0.20, -0.17, 0.11, 0.11, -0.13, 0.11, 0.11, 0.12, 0.12, 0.13, 0.11, 0.12, -0.05, 0.08, 0.08, 0.09, 0.12, 0.08, 0.08, 0.09

***

# 3
Here is a single C5H8N2 molecule in a non-equilibrium geometry from the OMol25 dataset. Energies are from ωB97M-V/def2-TZVPD.

Geometry as XYZ:
```
15
Properties=species:S:1:pos:R:3
C -0.03546 0.23743 -1.22545
C -0.01725 0.28772 0.27746
C -0.96884 -0.80564 0.73159
C -0.90612 -1.89922 -0.32413
N -0.39087 -1.25563 -1.35334
C 1.23348 0.55592 1.01139
N 0.08376 1.46645 1.10883
H -0.83273 0.85190 -1.67678
H 0.92227 0.54513 -1.69329
H -0.13128 -1.58268 -2.25914
H -1.99775 -0.41568 0.74744
H -0.75292 -1.14625 1.74903
H 2.10698 0.88894 0.45169
H 1.44740 -0.02736 1.90341
H 0.23933 2.29896 0.55125
```

The calculated total energy comes out at -8291.7742 eV. As for the multiplicity: 1.

The molecule's Löwdin atomic charges, reported in e, are given here: -0.08, -0.51, -0.16, -0.05, -0.03, -0.11, 0.06, 0.12, 0.12, 0.11, 0.12, 0.11, 0.11, 0.10, 0.09

***

# 4
Here is a single C20H18F3N7O molecule in a non-equilibrium geometry from the OMol25 dataset. Energies are from ωB97M-V/def2-TZVPD.

Geometry as XYZ:
```
49
Properties=species:S:1:pos:R:3
F 0.75987 2.63888 -2.98297
F 2.79044 3.37608 -3.54736
F 1.33846 2.67574 -5.07640
N -3.20496 2.83099 6.12713
N 3.72994 -2.75877 -3.04503
N 1.41652 -0.93642 2.57698
N 1.72813 -0.34470 0.36291
O -2.12336 1.70037 2.30452
C -2.55091 1.93096 6.84159
C 3.39092 -1.52274 -3.38827
C 3.39237 -2.86131 -1.68125
C 3.42767 -0.92236 -4.71519
C 2.92726 0.39155 -4.85273
C -1.69116 1.12045 6.02208
C 2.33595 0.43633 -2.44907
C 2.84122 -1.71450 -1.19454
C 2.35639 1.07020 -3.68009
C -1.88908 1.57475 4.73141
C 1.28267 -0.06746 1.56257
C 1.97211 -2.11328 2.35632
C 2.32614 -1.50831 0.14317
C 2.44543 -2.45588 1.11006
N -2.83153 2.60586 4.84785
N 2.84026 -0.85263 -2.29179
N 0.58219 1.09409 1.81162
C 1.81310 2.46740 -3.80105
C 0.13920 1.39250 3.20783
C -2.52861 2.07761 -0.04313
C -0.16632 1.79674 0.74193
C -1.37791 1.07128 3.36529
C -1.62224 1.35686 0.96348
H -2.71216 1.77186 7.91515
H 3.53555 -3.73261 -1.07140
H 3.79217 -1.41435 -5.61149
H 2.93578 0.80967 -5.86806
H -0.99666 0.34601 6.32922
H 1.97722 0.92428 -1.54513
H 2.09534 -2.82768 3.16861
H 2.91638 -3.43395 0.98030
H -3.10655 3.21706 4.07388
H 0.69247 0.84598 3.97664
H 0.28722 2.49236 3.40981
H -2.31043 3.15244 -0.11126
H -3.56420 1.90420 0.27030
H -2.34933 1.65157 -0.99440
H 0.15300 1.52251 -0.24620
H 0.00772 2.85239 0.83030
H -1.52917 -0.00420 3.30133
H -1.74483 0.30188 0.79424
```

Its SMILES is C[C@H]1CN(c2nccc(-c3cnc4ccc(C(F)(F)F)cn34)n2)C[C@@H](c2ccn[nH]2)O1. The calculated total energy comes out at -41662.6054 eV. As for the multiplicity: 1.

The molecule's Löwdin atomic charges, reported in e, are given here: 0.13, 0.14, 0.11, 0.02, 0.11, 0.13, 0.18, -0.09, -0.17, -0.28, -0.04, 0.04, 0.01, -0.04, 0.06, -0.14, -0.09, -0.18, -0.35, -0.11, -0.22, -0.02, 0.01, 0.07, -0.03, -0.55, -0.07, -0.03, -0.08, -0.23, -0.32, 0.10, 0.10, 0.11, 0.12, 0.10, 0.11, 0.12, 0.11, 0.16, 0.11, 0.15, 0.09, 0.09, 0.07, 0.10, 0.13, 0.15, 0.15

***

# 5
Here is a 2-piece molecular cluster, C9H10O2P overall in a non-equilibrium geometry from the OMol25 dataset. Energies are from ωB97M-V/def2-TZVPD.

Geometry as XYZ:
```
22
Properties=species:S:1:pos:R:3
C -3.02372 -2.30579 0.28879
C -2.58398 -1.86233 1.50719
C -2.87050 -1.61726 -0.86548
C -1.79386 -0.72018 1.60250
C -2.08334 -0.50086 -0.81031
C -1.67074 0.06903 0.44711
C 4.83821 1.49952 -0.82385
C 3.40077 1.28476 -1.02794
C 4.03615 0.25040 -0.59260
O 0.19017 1.76105 -0.59330
O -1.80738 2.70050 0.77676
P -0.80761 1.64869 0.52322
H -3.55782 -3.24634 0.28795
H -2.79934 -2.48410 2.32186
H -3.19623 -1.93007 -1.89823
H -1.49303 -0.43628 2.69631
H -1.81470 0.13523 -1.64941
H 5.45056 1.45881 -1.68685
H 5.11998 2.14456 -0.10118
H -0.03974 1.24267 1.61909
H 2.51382 1.67960 -1.53256
H 3.99234 -0.77160 -0.48905
```

As for the expectation value of S²: 2.04. The calculated total energy comes out at -22874.2446 eV. As for the charge: -1. As for the multiplicity: 3.

The molecule's Löwdin atomic charges, reported in e, are given here: -0.16, -0.15, -0.13, -0.11, -0.09, -0.28, -0.17, -0.06, -0.04, -0.41, -0.40, 0.28, 0.09, 0.07, 0.12, 0.13, 0.10, 0.06, 0.03, 0.01, 0.09, 0.06